*1*
The ion C3H10NS2 with charge +1, computed with ωB97M-V with the def2-TZVPD basis set.

Each line ends with the Löwdin charge.
Positions of all 16 atoms, in Å:
N1 -0.82330 -0.79573 -1.04526  0.10
C1 0.31623 -0.96136 -0.04795  -0.69
S1 0.32243 -2.72787 0.45951  0.82
C2 0.33353 0.08089 1.09234  -0.16
C3 0.64882 1.59091 0.31337  -0.44
S2 -0.82729 2.16546 -0.50852  0.84
H1 -0.76617 0.39162 -1.19603  0.07
H2 -1.60546 -1.26739 -0.57650  0.14
H3 -0.62085 -1.20640 -1.91203  0.12
H4 1.22626 -0.70903 -0.45774  0.07
H5 -0.77151 -2.78827 1.25441  -0.11
H6 -0.65353 -0.09097 1.66218  0.14
H7 1.06377 -0.22782 1.75397  0.08
H8 1.39123 1.42925 -0.38003  0.04
H9 0.97918 2.21136 1.06473  0.04
H10 -0.21334 2.90534 -1.47646  -0.06

Total charge ... +1
HOMO ... -13.80 eV
SMILES ... [NH3+][C@H](S)CCS
Lowest unoccupied orbital energy ... -3.177 eV

*2*
A cluster of 2 separate species, C3H10NS2 in total, computed with ωB97M-V with the def2-TZVPD basis set.

Each line ends with the Löwdin charge.
Positions of all 16 atoms, in Å:
C1 1.08290 -0.65904 -1.49857  -0.12
C2 -0.61788 -1.31611 1.62471  -0.20
C3 0.48953 0.72537 -1.25055  -1.04
N1 -0.51662 0.07161 1.33850  -0.08
S1 -1.01420 0.88959 -1.89654  0.96
S2 1.46920 2.04582 -0.58246  0.88
H1 0.79190 -1.25016 -0.58945  0.08
H2 0.46471 -1.11457 -2.26825  0.08
H3 2.13274 -0.48611 -1.74282  0.10
H4 -1.68610 -1.67124 1.92740  0.11
H5 -0.40339 -1.98007 0.70741  0.07
H6 -0.09341 -1.66901 2.55653  0.10
H7 0.05830 0.68012 1.88691  0.07
H8 -1.39361 0.52644 1.45117  0.07
H9 -1.27287 2.28212 -1.48982  0.01
H10 0.50879 2.92524 -0.17416  -0.08

Total charge ... +1
HOMO ... -13.34 eV
Lowest unoccupied orbital energy ... -5.543 eV

Verdict on stability: *1* comes out on top.

*1*
The ion C3H10NS2 with charge +1, computed with ωB97M-V with the def2-TZVPD basis set.

Each line ends with the Löwdin charge.
Positions of all 16 atoms, in Å:
C1 -2.04306 -1.55152 -1.74609  -0.40
S1 -0.56328 -0.42384 -1.80791  0.41
S2 0.78220 -1.35705 -0.72589  0.49
C2 1.09561 -0.59553 0.96310  -0.46
C3 1.47960 0.87716 0.90333  -0.20
N1 0.24938 1.75005 0.71513  0.17
H1 -2.62003 -1.38011 -2.65479  0.04
H2 -2.58378 -1.28759 -0.84009  0.03
H3 -1.82689 -2.61564 -1.72167  0.04
H4 2.03812 -1.11775 1.11492  0.08
H5 0.32234 -0.70395 1.71766  0.09
H6 1.82261 1.11533 1.90408  0.13
H7 2.21957 1.17484 0.16472  0.13
H8 -0.58739 1.31924 0.30060  0.11
H9 0.28046 2.59719 0.12984  0.18
H10 -0.06547 2.19916 1.58306  0.17

Total charge ... +1
HOMO ... -12.56 eV
SMILES ... CSSCC[NH3+]
Lowest unoccupied orbital energy ... -3.721 eV

*2*
A cluster of 2 separate species, C3H10NS2 in total, computed with ωB97M-V with the def2-TZVPD basis set.

Each line ends with the Löwdin charge.
Positions of all 16 atoms, in Å:
C1 -1.05665 0.97626 1.01391  -0.03
C2 0.85608 2.46683 0.70125  0.19
N1 0.25403 1.37315 0.48632  0.01
H1 -0.85604 0.15793 1.70017  0.08
H2 -1.66140 0.61643 0.18895  0.09
H3 -1.49505 1.81452 1.54848  0.11
H4 0.35518 3.22461 1.29313  0.13
H5 1.86291 2.62807 0.33951  0.13
H6 0.76020 0.61383 0.02206  0.11
C3 -0.46150 -1.70272 -1.70520  -0.47
S1 -0.55248 -2.16908 0.04705  0.39
S2 1.43327 -2.05888 0.59015  0.33
H7 0.02425 -0.73360 -1.85477  0.02
H8 -1.47534 -1.60716 -2.09640  0.04
H9 0.09779 -2.43942 -2.27571  0.04
H10 1.91476 -3.16079 0.00110  -0.17

Total charge ... +1
HOMO ... -12.64 eV
Lowest unoccupied orbital energy ... -5.011 eV

Verdict on stability: *1* comes out on top.

*1*
The ion C3H10NS2 with charge +1, computed with ωB97M-V with the def2-TZVPD basis set.

Each line ends with the Löwdin charge.
Positions of all 16 atoms, in Å:
C1 -0.09256 -2.46156 1.97175  -0.44
S1 -0.48007 -1.49593 0.46054  0.52
S2 1.33537 -0.31101 0.42709  0.59
C2 0.48734 1.30570 0.30420  -0.53
C3 -0.54977 1.42110 -0.81993  -0.23
N1 -0.02750 0.75815 -2.04940  0.14
H1 -0.55323 -2.07302 2.89178  0.04
H2 -0.67201 -3.37351 1.81491  0.03
H3 0.96168 -2.45344 2.22341  0.03
H4 -0.04319 1.46927 1.23412  0.08
H5 1.21453 2.10619 0.14185  0.09
H6 -0.58751 2.48550 -1.07883  0.14
H7 -1.54866 1.05389 -0.62355  0.12
H8 0.51554 -0.07345 -1.69651  0.07
H9 -0.73727 0.44139 -2.70131  0.17
H10 0.77731 1.20072 -2.50013  0.18

Total charge ... +1
HOMO ... -12.62 eV
SMILES ... CSSCC[NH3+]
Lowest unoccupied orbital energy ... -3.491 eV

*2*
A cluster of 2 separate species, C3H10NS2 in total, computed with ωB97M-V with the def2-TZVPD basis set.

Each line ends with the Löwdin charge.
Positions of all 16 atoms, in Å:
C1 -1.16209 1.42823 0.54044  -0.14
C2 -1.42425 -1.06852 -0.19643  -0.06
C3 1.92710 -0.25365 -0.39721  -0.88
N1 -0.82242 0.35250 -0.40458  -0.20
S1 2.29840 -1.59727 0.52166  0.90
S2 2.31386 1.34475 0.08453  0.94
H1 -0.46552 1.32982 1.44085  0.08
H2 -0.92591 2.44051 0.17406  0.07
H3 -2.30299 1.37658 0.77604  0.12
H4 -2.53222 -1.05169 -0.39153  0.10
H5 -1.04974 -1.58604 -0.99999  0.04
H6 -1.28696 -1.48581 0.78630  0.07
H7 1.15826 -0.30893 -1.20431  0.04
H8 -1.13219 0.59436 -1.31253  0.08
H9 2.40647 -2.48147 -0.51069  -0.04
H10 3.00019 0.96660 1.09338  -0.12

Total charge ... +1
HOMO ... -13.00 eV
Lowest unoccupied orbital energy ... -5.986 eV

Verdict on stability: *1* comes out on top.

*1*
A cluster of 2 separate species, C8H7NO3S in total, computed with ωB97M-V with the def2-TZVPD basis set.

Each line ends with the Löwdin charge.
Positions of all 20 atoms, in Å:
C1 -2.21560 2.14760 -0.24421  -0.12
C2 -1.68022 1.45068 0.82183  -0.12
C3 -1.83343 1.81560 -1.50564  -0.11
C4 -0.86020 0.43639 0.58126  -0.09
C5 -1.08540 0.68504 -1.84370  -0.01
C6 -0.50353 0.05676 -0.73007  -0.28
C7 0.54878 -0.93942 -0.87471  -0.43
C8 2.79459 -1.00687 1.85765  -0.38
N1 2.86439 -0.74434 3.03463  0.20
O1 3.11034 -1.32293 0.78474  0.14
O2 1.53381 -3.24633 -0.41247  -0.25
O3 0.40198 -1.70480 -2.08345  -0.29
S1 0.10505 -2.52573 -0.79770  1.14
H1 -2.52907 3.23632 -0.10314  0.13
H2 -1.79911 1.81311 1.94133  0.15
H3 -2.13552 2.49538 -2.27548  0.10
H4 -0.23324 -0.10024 1.27139  0.10
H5 -0.62383 0.63262 -2.81843  0.11
H6 2.10395 -2.57581 -0.18540  -0.05
H7 2.03627 -0.60303 3.58157  0.08

HOMO ... -7.76 eV
Lowest unoccupied orbital energy ... 0.158 eV

*2*
A cluster of 2 separate species, C8H7NO3S in total, computed with ωB97M-V with the def2-TZVPD basis set.

Each line ends with the Löwdin charge.
Positions of all 20 atoms, in Å:
C1 -0.90997 1.39403 1.53441  -0.07
C2 -1.93164 0.47885 1.12686  -0.05
C3 0.31189 1.40103 0.95370  -0.03
C4 -1.74740 -0.42896 0.13763  0.00
C5 0.58927 0.44147 -0.06620  -0.16
C6 -0.46926 -0.49060 -0.48797  -0.23
C7 1.71181 0.12223 -0.75308  0.12
C8 1.30718 -1.02079 -1.69087  -0.41
N1 -0.07141 -1.32891 -1.39719  0.07
O1 -2.61474 -3.38528 -1.37202  -0.44
O2 -0.35838 -4.26356 -1.12032  -0.45
O3 2.10480 -2.15935 -1.70392  0.01
S1 -1.31538 -3.57808 -1.95764  0.87
H1 -1.13999 2.09186 2.32634  0.10
H2 -2.87810 0.51936 1.64647  0.11
H3 1.09032 2.08088 1.26544  0.11
H4 -2.51243 -1.12699 -0.16560  0.10
H5 2.68974 0.55925 -0.73014  0.12
H6 1.33306 -0.58370 -2.70881  0.17
H7 1.61410 -2.87389 -1.27057  0.08

HOMO (spin up / spin down) ... -8.70 / -8.70 eV
Lowest unoccupied orbital energy (spin up / spin down) ... -1.088 / -1.087 eV

Verdict on stability: *2* comes out on top.